Record 1
{"formula": "C18H26IN2SiTeW", "method": "ωB97M-V with the def2-TZVPD basis set", "s_squared": 2.03, "relative_energy_kj_mol": 0.00, "multiplicity": 3, "total_charge": 1, "orbital_gap_ev": [7.00, 6.78], "energy_ev": -47161.973, "elements": ["W", "C", "C", "C", "C", "C", "C", "N", "N", "Si", "C", "C", "C", "H", "H", "H", "H", "H", "H", "H", "H", "H", "H", "H", "H", "H", "H", "H", "I", "C", "C", "C", "C", "C", "C", "Te", "C", "C", "C", "H", "H", "H", "H", "H", "H", "H", "H", "H", "H", "H"], "positions_angstrom": [[0.93516, -0.38964, -0.86532], [0.81485, -3.69000, -2.76326], [-0.18289, -2.61509, -3.04447], [-1.25904, -2.78614, -3.90608], [-2.16158, -1.75012, -4.09536], [-2.01650, -0.53371, -3.43742], [-0.91746, -0.40982, -2.61561], [-0.03946, -1.42474, -2.45177], [-0.49987, 0.64431, -1.78145], [-0.46000, 2.37560, -2.30640], [0.91049, 3.20672, -1.35921], [-0.12291, 2.36465, -4.12943], [-2.07860, 3.18262, -1.90391], [1.27847, -4.02770, -3.69040], [0.32018, -4.55086, -2.31104], [1.59976, -3.33863, -2.09620], [-1.38327, -3.73133, -4.41502], [-3.00235, -1.89611, -4.76133], [-2.72837, 0.27102, -3.54823], [1.74601, 2.55942, -1.07627], [0.54043, 3.69177, -0.45376], [1.35250, 3.98443, -1.98754], [0.90903, 2.06272, -4.32628], [-0.25796, 3.37194, -4.53116], [-0.78305, 1.70244, -4.69049], [-2.33450, 3.03523, -0.85194], [-2.90497, 2.79792, -2.50483], [-2.01831, 4.25879, -2.08423], [3.37775, -0.48330, -1.82934], [0.69100, 1.19703, 6.27718], [0.59485, 0.40036, 5.00744], [0.40514, -0.97622, 5.03657], [0.35245, -1.74997, 3.88245], [0.13904, -3.23357, 3.98640], [0.49619, -1.10064, 2.65252], [0.43972, -2.25141, 0.89496], [0.66854, 0.27953, 2.59529], [0.76477, 0.99068, 1.28034], [0.71871, 1.01843, 3.77016], [0.23126, 0.67169, 7.11261], [0.20804, 2.16871, 6.17639], [1.73621, 1.37737, 6.53656], [0.29871, -1.46985, 5.99603], [0.10445, -3.54488, 5.02852], [0.94088, -3.79539, 3.50215], [-0.80404, -3.53216, 3.52204], [-0.19230, 0.96751, 0.73682], [1.66632, 0.56973, 0.73167], [1.05079, 2.03744, 1.36953], [0.85571, 2.09321, 3.72212]], "atomic_forces_ev_per_a": [[-0.162, -0.412, -0.464], [0.005, -0.016, 0.000], [-0.071, 0.080, -0.112], [0.045, -0.009, 0.014], [-0.028, -0.016, -0.030], [0.032, -0.019, -0.023], [0.028, 0.310, 0.136], [0.130, -0.082, 0.248], [0.218, -0.037, -0.301], [-0.303, -0.287, 0.059], [0.215, 0.034, 0.140], [0.134, 0.028, -0.078], [-0.123, -0.008, 0.061], [-0.011, -0.001, -0.003], [0.011, 0.001, 0.008], [-0.001, 0.010, 0.006], [-0.014, 0.010, -0.006], [-0.001, 0.005, 0.010], [0.008, 0.002, 0.000], [-0.025, -0.053, -0.066], [-0.013, -0.003, -0.014], [-0.080, 0.038, 0.007], [-0.025, -0.009, -0.040], [0.035, -0.002, 0.007], [-0.014, -0.001, 0.024], [-0.008, 0.026, -0.012], [0.018, -0.017, -0.003], [0.006, -0.009, 0.000], [-0.188, 0.141, 0.109], [0.011, 0.024, 0.041], [-0.009, 0.019, -0.014], [0.016, -0.030, 0.009], [0.018, 0.078, 0.031], [-0.020, -0.050, 0.026], [-0.028, -0.011, 0.189], [-0.164, -0.037, -0.117], [-0.045, 0.097, -0.005], [0.225, 0.135, 0.105], [0.019, -0.012, 0.015], [-0.009, -0.008, -0.014], [-0.006, -0.010, -0.018], [-0.001, -0.009, -0.009], [0.000, -0.003, -0.009], [0.000, 0.010, -0.003], [0.007, 0.025, -0.016], [0.016, 0.008, -0.025], [0.087, -0.043, 0.007], [0.124, 0.113, 0.043], [-0.063, 0.006, 0.104], [0.003, -0.005, -0.018]], "nbo_charge": [0.934, -0.661, 0.298, -0.273, -0.084, -0.292, 0.403, -0.539, -1.068, 1.783, -1.140, -1.143, -1.139, 0.254, 0.249, 0.235, 0.242, 0.239, 0.246, 0.234, 0.248, 0.270, 0.251, 0.260, 0.248, 0.248, 0.247, 0.257, -0.101, -0.634, 0.003, -0.189, -0.055, -0.643, -0.156, 0.319, -0.106, -0.609, -0.157, 0.227, 0.225, 0.233, 0.219, 0.236, 0.227, 0.229, 0.261, 0.185, 0.271, 0.208]}

=====

Record 2
{"formula": "C2H3N3O", "method": "ωB97M-V with the def2-TZVPD basis set", "relative_energy_kj_mol": 504.38, "orbital_gap_ev": 8.07, "energy_ev": -8635.267, "elements": ["C", "C", "N", "N", "N", "O", "H", "H", "H"], "positions_angstrom": [[1.48276, 0.16403, 0.05334], [-1.02999, -0.35534, -0.34099], [1.06449, -1.13199, -0.16169], [-0.23944, -1.21420, -0.26681], [0.84932, 1.17079, 0.09222], [-2.29857, -0.04607, -0.10044], [2.59615, 0.24921, 0.07614], [-0.08229, 1.02968, -0.23423], [-2.34243, 0.13390, 0.88246]], "atomic_forces_ev_per_a": [[4.878, -4.907, -0.332], [-5.442, 2.178, -0.410], [0.463, -2.171, -0.108], [4.546, -0.964, 0.373], [-2.135, 5.752, 0.305], [1.204, 0.580, 1.316], [-0.812, -0.453, 0.335], [-2.314, 0.304, -0.284], [-0.387, -0.320, -1.194]], "nbo_charge": [0.238, 0.522, -0.409, -0.111, -0.619, -0.608, 0.192, 0.284, 0.510]}

=====

Record 3
{"formula": "CFOPS", "method": "ωB97M-V with the def2-TZVPD basis set", "relative_energy_kj_mol": 0.00, "orbital_gap_ev": 8.71, "energy_ev": -25926.235, "elements": ["C", "O", "F", "P", "S"], "positions_angstrom": [[2.00301, 0.40543, 0.45809], [2.53367, -0.42252, 1.00975], [-0.28779, -0.51137, -1.10596], [-1.72470, 0.48025, -1.02425], [-2.52420, 0.04821, 0.66236]], "atomic_forces_ev_per_a": [[0.232, -0.210, 0.244], [-0.202, 0.252, -0.213], [-2.251, 1.567, -0.079], [1.745, -2.047, 1.342], [0.477, 0.438, -1.294]], "nbo_charge": [0.502, -0.502, -0.611, 0.970, -0.359]}

=====

Record 4
{"formula": "C3H4N4", "method": "ωB97M-V with the def2-TZVPD basis set", "relative_energy_kj_mol": 378.92, "smiles": "Nc1cncnn1", "orbital_gap_ev": 8.27, "energy_ev": -9132.930, "elements": ["N", "C", "C", "N", "C", "N", "N", "H", "H", "H", "H"], "positions_angstrom": [[-0.00389, 0.83942, 1.88158], [0.03993, 0.28919, 0.58487], [-0.63480, -0.99394, 0.03496], [-0.61926, -1.25924, -1.26995], [0.20242, -0.45937, -2.00104], [0.94372, 0.51441, -1.51897], [0.93307, 0.83172, -0.21716], [-0.45788, 0.35253, 2.64584], [0.86945, 1.26483, 2.19951], [-1.51372, -0.70047, 0.73751], [0.25522, -0.66569, -3.07264]], "atomic_forces_ev_per_a": [[-0.048, -0.767, -0.627], [1.985, -2.498, -1.297], [-1.589, 6.343, 2.197], [-0.100, 0.502, 1.359], [0.113, -0.745, 0.820], [0.195, -0.104, 0.103], [-0.020, 0.976, -0.516], [-0.052, -0.196, -0.531], [-0.424, -0.083, -0.582], [-0.106, -3.611, -1.320], [0.046, 0.182, 0.395]], "nbo_charge": [-0.815, 0.320, -0.028, -0.384, 0.162, -0.207, -0.265, 0.391, 0.407, 0.221, 0.197]}